Run one
C35H31F6N5NaO12S2Te | ωB97M-V with the def2-TZVPD basis set

Values from the calculation:
- LUMO (spin up / spin down) (eV) = 3.537 / 3.536
- HOMO-LUMO gap (spin up / spin down) (eV) = 3.75 / 6.36
- ⟨S²⟩ = 0.787
- molar mass (g/mol) = 1042.4

```
! wB97M-V def2-TZVPD RIJCOSX def2/J DEFGRID3
* xyz -2 2
Na -0.361 -0.254 0.237
C -4.190 -0.742 0.015
C -4.078 -0.905 -1.502
C -4.075 -2.385 -1.874
C -2.885 -0.142 -2.052
C -1.673 -0.753 -2.362
C -0.611 -0.016 -2.878
C -0.711 1.358 -3.054
C 0.456 2.174 -3.540
C -1.917 1.973 -2.724
C -2.985 1.234 -2.247
H -5.095 -1.232 0.388
H -4.228 0.312 0.293
H -3.328 -1.182 0.516
H -4.966 -0.443 -1.950
H -3.285 -2.917 -1.340
H -3.922 -2.532 -2.946
H -5.024 -2.846 -1.593
H -1.535 -1.811 -2.176
H 0.331 -0.512 -3.078
H 0.122 2.969 -4.209
H 1.184 1.556 -4.066
H 0.979 2.647 -2.704
H -2.007 3.050 -2.808
H -3.908 1.740 -1.983
F -0.021 -5.451 2.423
C -0.767 -4.637 1.668
F -0.748 -5.107 0.413
F -2.034 -4.730 2.114
S -0.204 -2.877 1.754
O -1.105 -2.227 0.826
O -0.308 -2.582 3.147
N 1.241 -3.126 1.213
S 2.004 -2.350 0.093
O 3.319 -1.931 0.457
O 1.205 -1.469 -0.736
C 2.303 -3.799 -1.038
F 2.714 -4.889 -0.381
F 3.250 -3.507 -1.945
F 1.191 -4.120 -1.713
Te 3.697 0.076 -2.517
C 4.606 1.460 -3.834
C 4.860 2.785 -3.486
C 5.431 3.659 -4.401
C 5.755 3.231 -5.681
C 5.503 1.912 -6.038
C 4.936 1.037 -5.122
C 3.818 1.278 -0.800
C 2.779 2.135 -0.461
C 2.870 2.905 0.693
C 3.973 2.789 1.523
C 4.999 1.911 1.196
C 4.926 1.159 0.035
H 4.606 3.136 -2.493
H 5.617 4.686 -4.110
H 6.196 3.916 -6.394
H 5.749 1.561 -7.033
H 4.751 0.009 -5.415
H 1.880 2.194 -1.063
H 2.053 3.563 0.952
H 4.012 3.349 2.449
H 5.843 1.788 1.865
H 5.709 0.451 -0.208
O -0.111 3.491 6.548
N -0.712 4.013 5.615
O -1.433 5.000 5.766
C -0.571 3.445 4.299
C -1.231 4.045 3.256
C -1.051 3.520 1.976
C -0.318 2.301 1.680
O -0.277 1.834 0.531
C 0.341 1.711 2.858
C 0.228 2.306 4.114
N 1.114 0.561 2.793
O 1.043 -0.254 1.796
O 1.805 0.251 3.800
N -1.732 4.203 0.918
O -2.779 4.810 1.201
O -1.276 4.195 -0.216
H -1.841 4.921 3.405
H 0.737 1.849 4.946
O -2.037 0.255 2.231
N -2.921 0.405 3.118
C -3.119 -0.572 4.042
C -4.064 -0.421 5.030
C -4.821 0.739 5.109
C -4.589 1.732 4.170
C -3.641 1.554 3.187
H -2.461 -1.421 3.914
H -4.184 -1.221 5.748
H -5.555 0.873 5.891
H -5.124 2.671 4.196
H -3.369 2.289 2.444
*
```

---

Run two
C35H31F6N5NaO12S2Te | ωB97M-V with the def2-TZVPD basis set

Values from the calculation:
- LUMO (spin up / spin down) (eV) = 3.586 / 3.586
- HOMO-LUMO gap (spin up / spin down) (eV) = 4.17 / 6.57
- ⟨S²⟩ = 0.776
- molar mass (g/mol) = 1042.4

```
! wB97M-V def2-TZVPD RIJCOSX def2/J DEFGRID3
* xyz -2 2
Na 0.257 1.129 -0.461
C -0.744 -3.049 -2.000
C 0.709 -3.442 -2.259
C 0.949 -4.922 -1.954
C 1.678 -2.548 -1.511
C 2.368 -1.552 -2.190
C 3.272 -0.728 -1.542
C 3.512 -0.857 -0.179
C 4.477 0.063 0.517
C 2.801 -1.831 0.512
C 1.900 -2.664 -0.142
H -1.419 -3.703 -2.562
H -0.915 -2.014 -2.300
H -0.987 -3.136 -0.941
H 0.900 -3.281 -3.324
H 0.739 -5.144 -0.905
H 1.984 -5.209 -2.155
H 0.291 -5.548 -2.562
H 2.171 -1.401 -3.245
H 3.774 0.047 -2.111
H 4.199 1.105 0.350
H 5.493 -0.071 0.135
H 4.490 -0.120 1.592
H 2.929 -1.919 1.585
H 1.348 -3.399 0.435
F -2.069 5.622 1.927
C -0.882 5.065 1.650
F -0.599 5.299 0.378
F 0.035 5.655 2.414
S -0.970 3.218 1.994
O -0.970 2.615 0.676
O -2.116 3.066 2.832
N 0.334 2.858 2.801
S 1.618 2.598 1.902
O 2.009 3.721 1.108
O 1.623 1.291 1.287
C 2.903 2.477 3.244
F 4.079 2.850 2.734
F 3.025 1.228 3.690
F 2.629 3.272 4.279
Te -0.847 -0.683 2.282
C -1.999 -2.373 2.854
C -1.914 -3.580 2.172
C -2.642 -4.686 2.592
C -3.465 -4.596 3.705
C -3.555 -3.394 4.395
C -2.831 -2.290 3.968
C 0.473 -1.017 3.924
C 1.223 -2.188 4.009
C 2.065 -2.415 5.088
C 2.178 -1.465 6.095
C 1.441 -0.292 6.015
C 0.592 -0.071 4.938
H -1.269 -3.661 1.308
H -2.564 -5.618 2.045
H -4.034 -5.458 4.035
H -4.197 -3.313 5.264
H -2.909 -1.351 4.503
H 1.147 -2.930 3.222
H 2.643 -3.331 5.136
H 2.843 -1.636 6.933
H 1.531 0.461 6.789
H 0.030 0.853 4.872
O -0.342 5.026 -7.247
N -0.735 3.945 -6.808
O -1.562 3.260 -7.404
C -0.217 3.465 -5.562
C -0.643 2.223 -5.060
C -0.170 1.755 -3.842
C 0.863 2.489 -3.083
O 1.374 2.075 -2.030
C 1.239 3.746 -3.702
C 0.702 4.233 -4.882
N 2.276 4.562 -3.108
O 3.177 4.031 -2.488
O 2.223 5.780 -3.297
N -0.663 0.531 -3.402
O -0.544 0.151 -2.174
O -1.316 -0.199 -4.219
H -1.351 1.623 -5.604
H 1.028 5.184 -5.269
O -2.965 -0.543 0.404
N -3.420 -0.091 -0.715
C -3.928 -0.936 -1.635
C -4.388 -0.472 -2.846
C -4.331 0.880 -3.138
C -3.810 1.735 -2.180
C -3.358 1.232 -0.981
H -3.901 -1.972 -1.338
H -4.751 -1.188 -3.569
H -4.639 1.255 -4.103
H -3.704 2.794 -2.367
H -2.910 1.821 -0.195
*
```

---

The calculated energies rank the structures as follows, beginning with the most stable: run two, run one.